Record 1
{"formula": "C25H26NO2ReS2SbSe4Te", "method": "wB97M-V/def2-TZVPD", "s2": 0.7660, "energy_ha": -12161.60324, "charge": 2, "fmax_ev_per_a": 0.66, "homo_ev": [-13.79, -13.88], "spin_multiplicity": 2, "gap_ev": [6.652, 5.953], "lumo_ev": [-7.1, -7.9], "species": ["Re", "Se", "Sb", "Se", "Se", "Se", "C", "C", "C", "C", "C", "C", "Te", "N", "C", "O", "C", "C", "C", "C", "C", "C", "C", "C", "C", "C", "C", "C", "C", "C", "C", "C", "H", "H", "H", "H", "H", "H", "H", "H", "H", "H", "H", "H", "H", "H", "H", "H", "H", "H", "H", "H", "H", "H", "H", "C", "O", "C", "S", "S", "H", "H", "H"], "xyz": [[1.1607, 2.7963, -0.4182], [2.4606, 3.1548, -2.9646], [3.5959, 3.6658, -0.9568], [1.3157, 5.3383, -0.3202], [1.9422, 0.5903, -1.2639], [5.4315, 3.9252, 0.3795], [-0.0383, -6.9795, -1.8686], [0.1301, -5.5528, -1.4347], [-0.4806, -5.0717, -0.2850], [-0.3257, -3.7580, 0.1357], [-1.0144, -3.3167, 1.4032], [0.4635, -2.9073, -0.6555], [0.6727, -1.0131, 0.2789], [1.1624, 2.7584, 1.2945], [1.2402, 3.2320, 2.6536], [1.0698, 4.4028, 2.8292], [1.4473, 2.1917, 3.6738], [2.2690, 1.0979, 3.4049], [2.4751, 0.1408, 4.3834], [1.8469, 0.2696, 5.6172], [1.0355, 1.3658, 5.8856], [0.8445, 2.3394, 4.9193], [-1.2332, -0.1537, 0.1379], [-1.7070, 0.3423, 1.3520], [-2.9505, 0.9507, 1.4037], [-3.7057, 1.0475, 0.2448], [-3.2270, 0.5380, -0.9537], [-1.9819, -0.0799, -1.0426], [-1.5136, -0.6415, -2.3532], [1.0970, -3.3472, -1.8234], [1.9821, -2.4991, -2.6914], [0.9081, -4.6756, -2.1810], [-0.6717, -7.5350, -1.1806], [0.9290, -7.4803, -1.9229], [-0.4862, -7.0286, -2.8617], [-1.0949, -5.7370, 0.3097], [-1.5955, -4.1371, 1.8186], [-1.7106, -2.4917, 1.2328], [-0.2999, -3.0158, 2.1759], [2.7798, 1.0265, 2.4516], [3.1358, -0.6956, 4.1961], [2.0038, -0.4807, 6.3806], [0.5623, 1.4643, 6.8527], [0.2296, 3.2079, 5.1164], [-1.1147, 0.2510, 2.2558], [-3.3280, 1.3330, 2.3424], [-4.6820, 1.5131, 0.2736], [-3.8364, 0.6117, -1.8458], [-2.1851, -0.3481, -3.1575], [-1.4787, -1.7323, -2.3237], [-0.5139, -0.2840, -2.6086], [1.5503, -1.5212, -2.8893], [2.1349, -2.9821, -3.6544], [2.9669, -2.3589, -2.2390], [1.3895, -5.0357, -3.0831], [-1.9356, 6.0435, -4.0291], [-1.7289, 4.7549, -3.3851], [-0.8097, 4.5863, -2.4872], [0.2247, 5.9026, -2.1481], [-0.8163, 3.0219, -1.8082], [-1.0478, 6.3084, -4.6015], [-2.1630, 6.7948, -3.2748], [-2.7805, 5.8925, -4.6898]], "forces_ev_per_a": [[0.341, -0.271, -0.499], [-0.136, -0.036, -0.490], [-0.077, 0.201, 0.415], [-0.242, 0.142, 0.143], [-0.317, -0.205, 0.072], [0.416, 0.097, 0.094], [0.000, 0.014, 0.003], [-0.036, -0.044, 0.018], [-0.007, -0.031, -0.022], [-0.033, 0.058, -0.010], [-0.028, -0.016, -0.009], [-0.102, -0.029, 0.081], [0.206, -0.032, 0.150], [-0.040, -0.101, -0.213], [-0.322, -0.024, 0.482], [0.075, 0.056, -0.125], [0.125, -0.045, -0.202], [-0.042, -0.065, -0.043], [0.009, -0.012, 0.014], [0.015, 0.025, -0.023], [0.008, 0.004, -0.023], [-0.049, 0.056, 0.083], [-0.089, 0.057, -0.115], [0.030, 0.086, -0.052], [0.019, -0.001, 0.041], [-0.026, -0.011, -0.035], [-0.021, -0.017, 0.048], [0.009, -0.043, 0.045], [0.014, -0.020, -0.012], [0.037, 0.003, 0.019], [0.009, 0.006, 0.017], [-0.013, 0.042, -0.047], [-0.001, 0.005, 0.002], [0.002, 0.003, -0.001], [0.002, 0.002, -0.003], [0.004, 0.002, 0.002], [0.025, -0.015, 0.003], [0.023, -0.056, 0.004], [0.006, 0.017, 0.008], [-0.016, -0.046, -0.041], [-0.013, 0.011, 0.000], [0.002, 0.001, -0.001], [-0.005, 0.010, -0.004], [0.006, -0.001, 0.001], [0.026, 0.009, 0.021], [0.003, 0.001, -0.007], [0.002, 0.002, 0.005], [0.008, -0.001, -0.007], [-0.006, -0.008, 0.006], [0.008, 0.001, -0.003], [0.038, 0.007, -0.009], [-0.055, 0.042, -0.032], [0.023, -0.015, 0.024], [-0.010, 0.046, 0.022], [0.000, 0.003, 0.004], [-0.014, 0.045, -0.045], [0.084, -0.006, 0.034], [-0.227, -0.107, -0.047], [0.149, 0.183, -0.030], [0.204, 0.053, 0.264], [0.002, -0.008, 0.006], [0.001, -0.011, 0.011], [-0.004, -0.012, 0.007]], "nbo_charge": [0.41, -0.27, 1.03, 0.09, -0.19, -0.21, -0.64, 0.06, -0.21, -0.03, -0.67, -0.22, 1.16, -0.51, 0.65, -0.47, -0.22, -0.13, -0.23, -0.15, -0.20, -0.14, -0.37, -0.17, -0.22, -0.16, -0.19, -0.02, -0.65, -0.04, -0.64, -0.20, 0.23, 0.24, 0.24, 0.23, 0.26, 0.23, 0.22, 0.20, 0.23, 0.24, 0.24, 0.24, 0.22, 0.24, 0.24, 0.23, 0.24, 0.24, 0.22, 0.21, 0.25, 0.23, 0.23, -0.28, -0.44, 0.11, 0.24, 0.07, 0.21, 0.22, 0.24]}



Record 2
{"formula": "C23H17N3O6S", "method": "wB97M-V/def2-TZVPD", "energy_ha": -1900.35711, "smiles": "O=c1oc2ccccc2cc1OC[C@H](O)CSc1nnc(-c2ccco2)c(-c2ccco2)n1", "fmax_ev_per_a": 4.41, "homo_ev": -8.72, "gap_ev": 8.418, "lumo_ev": -0.3, "species": ["O", "N", "N", "N", "O", "O", "O", "O", "O", "S", "C", "C", "C", "C", "C", "C", "C", "C", "C", "C", "C", "C", "C", "C", "C", "C", "C", "C", "C", "C", "C", "C", "C", "H", "H", "H", "H", "H", "H", "H", "H", "H", "H", "H", "H", "H", "H", "H", "H", "H"], "xyz": [[0.4922, -0.4955, -4.0501], [0.4724, 0.3793, 1.2254], [1.6525, 0.0686, 1.7789], [-0.5690, -0.7362, 2.9602], [3.4313, -0.3185, 4.7554], [1.4935, -2.8068, 5.0820], [0.4369, 1.8194, -4.6382], [-2.1651, -0.8029, -3.8299], [-0.9445, -2.6808, -1.9023], [-2.1828, 0.0383, 0.9580], [-0.1555, 0.5100, -4.2812], [4.7889, -0.3229, 4.9004], [0.9467, -3.7508, 5.8815], [5.3280, -0.8608, 3.8119], [-0.3185, -3.5271, 6.1702], [4.2525, -1.0795, 2.7684], [-0.6401, -2.3078, 5.3833], [-1.5328, 0.3947, -3.9161], [3.1227, -0.7203, 3.4544], [0.5465, -1.8953, 4.7960], [-2.2786, 1.5240, -4.0127], [-0.6194, -0.0967, 1.7725], [1.7689, -0.6076, 2.9111], [0.5637, -1.0858, 3.5223], [-0.6142, 5.2450, -5.2043], [-1.9587, 5.2901, -4.8099], [0.1777, 4.1049, -5.0917], [-2.5218, 4.0241, -4.4895], [-0.3588, 2.9001, -4.6775], [-1.7125, 2.7978, -4.3880], [-2.6263, -1.0544, -2.4440], [-1.9160, -1.5554, -0.0908], [-1.5045, -1.3811, -1.5056], [-0.5284, -2.4877, -2.7648], [5.3888, 0.0212, 5.6501], [1.5287, -4.5573, 6.2418], [6.3952, -1.1407, 3.6867], [-0.9833, -4.1231, 6.8594], [4.4174, -1.3836, 1.7660], [-1.6306, -1.9059, 5.1821], [-3.2958, 1.2685, -3.7902], [-0.1098, 6.1945, -5.3752], [-2.5221, 6.2465, -4.7178], [1.2426, 4.1479, -5.3422], [-3.6017, 4.0378, -4.4179], [-3.3308, -0.3978, -1.9476], [-3.1972, -1.9264, -2.6221], [-1.1725, -2.1457, 0.3964], [-2.8483, -2.1651, 0.0098], [-0.6074, -0.6931, -1.6145]], "forces_ev_per_a": [[1.081, 1.806, -1.368], [0.630, -0.535, -0.893], [0.256, 0.790, 0.040], [-1.191, -1.006, 0.141], [-0.897, 0.796, -0.236], [1.345, -0.356, -0.130], [-0.484, -3.406, 0.706], [0.147, 0.263, 2.331], [-0.212, 0.887, -0.263], [0.291, -1.177, -1.028], [1.933, -1.248, 1.770], [-1.376, -1.898, -3.008], [1.072, -0.063, 0.154], [0.578, -1.117, -3.027], [-2.858, 1.625, -0.149], [0.986, 0.947, 3.782], [0.515, -0.717, 0.634], [-1.733, 3.405, -2.209], [1.849, -0.443, -0.425], [-3.357, -0.622, -0.962], [0.648, -1.032, 0.191], [1.162, -0.323, 1.865], [-1.446, 0.107, 0.272], [1.367, 0.766, 0.681], [0.554, 0.703, 1.246], [-0.043, -1.968, 0.157], [0.366, 0.677, -0.555], [1.207, 0.286, -0.343], [-0.894, 0.103, -0.263], [-2.269, 2.274, 0.087], [0.354, -0.629, -0.767], [-1.663, 0.466, 1.334], [2.435, -0.491, -1.371], [-0.122, -0.300, 0.389], [0.203, 1.007, 2.701], [0.999, -0.287, -0.040], [-0.945, 0.557, 0.029], [0.926, 0.849, -1.141], [-0.250, -0.237, -0.527], [0.437, 0.082, 0.220], [-0.823, 1.029, -0.095], [-0.022, -0.227, -0.379], [0.408, -1.071, -0.390], [-0.436, -0.026, 0.107], [-0.019, -0.623, 0.563], [0.026, 1.268, -0.670], [-0.519, -1.254, 0.201], [0.622, -0.180, 0.480], [0.508, 0.668, -0.215], [-1.343, -0.128, 0.375]], "nbo_charge": [-0.56, -0.24, -0.19, -0.43, -0.41, -0.39, -0.46, -0.49, -0.73, 0.21, 0.72, 0.08, 0.12, -0.29, -0.32, -0.25, -0.21, 0.15, 0.22, 0.18, -0.14, 0.22, 0.16, 0.21, -0.18, -0.24, -0.25, -0.16, 0.32, -0.15, -0.10, -0.48, 0.01, 0.49, 0.21, 0.21, 0.22, 0.24, 0.24, 0.24, 0.22, 0.22, 0.23, 0.23, 0.22, 0.19, 0.21, 0.25, 0.23, 0.21]}



> Number 2 is which compound?

C23H17N3O6S